Formula: C25H15Cl5FeNOS4
Source: the Open Molecules 2025 dataset
Level of theory: ωB97M-V/def2-TZVPD

Values from the calculation:
* spin multiplicity: 2
* total charge: 0
* orbital gap (alpha / beta): 6.7 / 6.6 eV
* highest occupied orbital energy (alpha / beta): -0.2754 / -0.2711 Eh
* lowest unoccupied orbital energy (alpha / beta): -0.83 / -0.74 eV

```
52
Properties=species:S:1:pos:R:3:forces:R:3:mulliken_spin:R:1
Fe 0.9420 -1.2479 0.4669 0.23 -0.28 -0.48 1.241
S 1.0178 -3.0315 -0.8430 0.14 -0.13 0.14 -0.083
C 2.4859 -2.8959 -1.7840 -0.07 0.15 -0.06 0.015
C 2.9861 -3.9982 -2.4821 -0.01 0.01 0.00 -0.002
C 4.0786 -3.8657 -3.3198 0.02 0.05 0.00 -0.002
C 4.7083 -2.6342 -3.4767 -0.01 -0.04 0.01 0.002
C 4.2424 -1.5392 -2.7707 0.00 0.00 0.02 -0.005
C 3.1456 -1.6747 -1.9263 0.05 -0.07 -0.03 0.002
S 2.6056 -0.2550 -1.0223 -0.42 0.01 0.23 -0.013
C 2.7916 -0.7953 0.6469 0.33 -0.12 0.23 -0.137
C 1.1717 2.9616 -0.4110 -0.01 0.22 0.01 -0.005
C 1.6424 2.8942 0.8905 -0.01 -0.10 0.00 0.004
C 1.1422 2.1767 1.9820 0.04 -0.02 0.06 -0.001
C 0.0701 1.3241 1.8572 -0.09 0.03 -0.05 0.004
C -0.6547 1.1118 0.6854 0.11 -0.16 -0.07 0.003
C -1.8405 0.2283 0.4746 -0.22 0.12 0.14 -0.009
S -1.4509 -1.5613 0.4571 0.00 0.27 -0.15 0.008
C -1.7652 -1.9678 2.1535 -0.20 0.04 0.02 0.006
C -3.0866 -2.1220 2.5691 0.00 -0.03 -0.02 -0.002
C -3.3702 -2.4155 3.8890 -0.01 0.00 0.01 0.002
C -2.3189 -2.5717 4.7884 0.02 0.00 0.00 -0.001
C -1.0086 -2.4382 4.3708 -0.03 -0.03 -0.02 0.000
C -0.7034 -2.1349 3.0373 0.12 0.00 0.11 -0.003
S 0.9748 -1.9882 2.5492 -0.01 0.12 0.09 -0.040
N -0.2626 1.0029 -1.9738 -0.11 -0.13 -0.10 0.002
H 2.4947 -4.9558 -2.3673 0.00 0.00 0.00 -0.001
H 4.4437 -4.7307 -3.8586 0.00 0.00 0.00 0.000
H 5.5619 -2.5331 -4.1330 0.00 0.00 0.00 0.000
H 4.7294 -0.5762 -2.8602 0.00 0.00 -0.01 0.000
H 2.9734 0.0525 1.3044 0.01 0.01 0.02 0.010
H 3.4948 -1.6091 0.8027 0.06 0.05 -0.09 -0.002
H 2.5359 3.4900 1.0515 0.00 0.00 -0.01 0.000
H 1.6404 2.2427 2.9389 0.00 0.02 -0.01 -0.001
H -0.2481 0.7284 2.7060 0.00 0.00 0.00 -0.002
H -2.3074 0.4557 -0.4825 0.00 -0.06 -0.02 0.000
H -2.5822 0.3858 1.2591 0.02 0.03 0.01 0.000
H -3.8870 -2.0146 1.8467 0.00 0.00 0.00 -0.001
H -4.3955 -2.5305 4.2131 0.00 0.00 0.00 0.000
H -2.5256 -2.8060 5.8249 0.00 0.00 0.00 0.000
H -0.1944 -2.5675 5.0720 0.00 0.00 0.00 0.001
Cl -3.9396 6.1082 -0.7207 0.00 0.01 0.00 0.000
C -3.1058 4.7822 -1.4226 -0.01 0.00 -0.01 0.000
C -2.1465 4.1035 -0.6917 0.04 -0.02 0.00 0.000
Cl -1.7143 4.5159 0.9182 -0.02 0.01 0.01 0.000
C -1.5334 3.0341 -1.3091 -0.02 0.11 0.01 0.005
Cl -0.1792 2.0253 -0.6585 0.03 -0.07 0.06 0.003
C -1.7933 2.6120 -2.5756 0.00 -0.07 -0.04 -0.001
O -1.0855 1.5668 -3.0055 0.03 0.10 -0.02 0.000
C -2.7451 3.2929 -3.3364 -0.03 0.03 0.01 0.001
Cl -3.0672 2.7712 -4.9337 0.00 -0.01 0.00 0.000
C -3.3921 4.3716 -2.7455 0.03 -0.02 0.01 0.000
Cl -4.5754 5.2222 -3.6448 -0.01 0.00 0.00 0.000
```
Positions in Å, forces in eV/Å.